{"formula": "C13H33NO5S4", "method": "ωB97M-V/def2-TZVPD", "species": ["C", "C", "N", "H", "H", "H", "C", "S", "O", "C", "H", "H", "H", "H", "H", "H", "C", "S", "O", "C", "H", "H", "H", "H", "H", "H", "C", "S", "O", "C", "H", "H", "H", "H", "H", "H", "C", "S", "O", "C", "H", "H", "H", "H", "H", "H", "C", "C", "O", "C", "H", "H", "H", "H", "H", "H"], "coordinates": [[-2.7182, 3.8914, -39.5361], [-1.7752, 4.9838, -39.3155], [-1.0571, 5.8629, -39.1371], [-2.3165, 3.0199, -39.0213], [-2.7978, 3.6276, -40.5875], [-3.6910, 4.1111, -39.1088], [-2.0963, 8.9227, -40.1458], [-1.0547, 10.0127, -41.1074], [-0.0906, 10.5933, -40.1441], [-0.2125, 8.6700, -41.9609], [-2.7861, 9.4859, -39.5209], [-1.4185, 8.4164, -39.4518], [-2.6027, 8.1576, -40.7277], [-0.9715, 7.9475, -42.2632], [0.4444, 8.2091, -41.2241], [0.3116, 9.0203, -42.8440], [-4.7343, 6.3562, -37.0601], [-5.4402, 7.8851, -37.6673], [-5.6583, 7.6395, -39.1139], [-7.0372, 7.8086, -36.8806], [-3.7179, 6.3449, -37.4581], [-5.2825, 5.5121, -37.4787], [-4.7084, 6.3521, -35.9716], [-6.9126, 7.8349, -35.7978], [-7.6173, 6.9668, -37.2532], [-7.5134, 8.7546, -37.1452], [-2.2272, 0.2503, -39.8482], [-3.7345, -0.0256, -38.9094], [-4.5814, 1.1738, -39.1511], [-4.3461, -1.3198, -39.9849], [-2.4938, 0.5063, -40.8723], [-1.6279, -0.6629, -39.8439], [-1.6436, 1.0373, -39.3805], [-4.3386, -0.9815, -41.0181], [-5.3518, -1.5418, -39.6385], [-3.6944, -2.1848, -39.8552], [-0.8885, 3.7962, -35.9022], [0.6599, 3.6345, -35.0019], [0.3615, 3.7535, -33.5602], [0.8393, 1.8672, -35.2998], [-1.5874, 3.0309, -35.5749], [-0.6355, 3.7060, -36.9617], [-1.2376, 4.8157, -35.7551], [0.8932, 1.6573, -36.3671], [-0.0255, 1.3933, -34.8372], [1.7539, 1.5581, -34.8007], [-6.2570, 4.3785, -39.9871], [-7.5420, 4.8806, -39.4064], [-7.8497, 4.6697, -38.2526], [-8.4583, 5.5943, -40.3587], [-6.4546, 3.9865, -40.9901], [-5.8534, 3.5662, -39.3856], [-5.5748, 5.2263, -40.0872], [-9.1445, 4.8340, -40.7475], [-7.9176, 6.0534, -41.1830], [-9.0715, 6.3357, -39.8514]], "forces_ev_per_angstrom": [[0.507, -0.315, 0.318], [-0.221, 0.302, -0.217], [0.003, -0.203, 0.040], [-0.184, -0.036, 0.053], [-0.105, 0.196, -0.056], [-0.022, 0.065, -0.090], [0.251, -0.437, 0.907], [-0.324, 0.072, -0.357], [0.206, 0.173, 0.106], [-0.290, -0.336, 0.086], [-0.146, 0.197, -0.321], [0.048, -0.037, -0.128], [-0.202, 0.232, -0.171], [0.074, 0.004, -0.106], [0.149, 0.006, -0.103], [0.176, 0.169, 0.120], [0.231, -0.012, -0.067], [0.339, 0.003, 0.282], [-0.154, -0.023, -0.642], [-0.159, 0.529, 0.073], [0.033, 0.006, 0.114], [-0.221, 0.034, 0.190], [-0.021, -0.096, 0.000], [0.011, -0.313, 0.005], [0.054, -0.127, 0.154], [-0.115, -0.125, -0.135], [0.299, -0.388, 0.001], [0.096, 0.248, -0.160], [-0.019, 0.118, 0.041], [0.109, -0.110, 0.229], [-0.023, 0.136, 0.012], [-0.044, 0.014, 0.016], [-0.064, 0.069, 0.018], [-0.109, 0.053, -0.029], [-0.051, -0.098, -0.116], [-0.117, -0.074, -0.043], [0.423, 0.187, -0.336], [0.149, -0.063, -0.285], [-0.136, 0.085, 0.367], [-0.032, 0.129, 0.029], [-0.175, 0.118, 0.043], [-0.109, -0.141, 0.010], [-0.191, -0.083, 0.192], [0.025, -0.008, -0.003], [0.035, -0.132, -0.016], [0.011, -0.069, -0.014], [-0.105, -0.349, -0.347], [-0.081, -0.064, 0.200], [0.054, 0.194, 0.000], [-0.289, 0.062, 0.030], [0.114, 0.085, 0.008], [0.119, 0.123, 0.118], [0.033, -0.015, 0.053], [0.084, 0.052, -0.144], [-0.008, -0.019, -0.030], [0.086, 0.017, 0.106]], "multiplicity": 1, "homo_energy_ev": -8.5, "orbital_gap_ev": 8.63, "lumo_energy_ev": 0.1, "de_lowest_kcal_mol": 0.00}



{"formula": "C13H34B3NO5S", "method": "ωB97M-V/def2-TZVPD", "species": ["N", "B", "O", "B", "O", "B", "C", "S", "O", "O", "O", "H", "H", "H", "H", "H", "H", "C", "C", "C", "C", "C", "C", "H", "H", "H", "H", "H", "H", "H", "H", "H", "H", "H", "H", "H", "H", "C", "C", "C", "C", "C", "C", "H", "H", "H", "H", "H", "H", "H", "H", "H", "H", "H", "H", "H", "H"], "coordinates": [[-4.9142, 2.4887, -1.8290], [-4.2311, 2.9340, -2.9750], [-4.9214, 3.3091, -4.1293], [-4.3466, 3.0398, -5.3437], [-3.0368, 2.5659, -5.3428], [-2.3133, 3.0716, -4.2856], [-0.9821, 3.8999, -4.5493], [-1.3711, 5.5983, -4.2646], [-2.4347, 5.9458, -5.1688], [-1.4821, 5.8528, -2.8587], [-2.8296, 2.9467, -3.0266], [-5.8110, 2.9070, -1.6339], [-4.3600, 2.4427, -0.9875], [-4.9270, 3.2131, -6.3608], [-0.6897, 3.8157, -5.5946], [-0.1606, 3.6254, -3.8885], [-0.2439, 6.2187, -4.6955], [-1.4663, -2.4144, 2.7260], [-0.7293, -1.1587, 2.2717], [-1.4083, 0.1390, 2.7074], [-2.8191, 0.3423, 2.1511], [-2.9159, 0.3121, 0.6262], [-2.1025, 1.4050, -0.0600], [-2.4688, -2.4736, 2.2992], [-0.9304, -3.3138, 2.4196], [-1.5627, -2.4359, 3.8137], [-0.6134, -1.1746, 1.1840], [0.2833, -1.1722, 2.6848], [-0.7764, 0.9838, 2.4201], [-1.4595, 0.1619, 3.8006], [-3.1980, 1.3041, 2.5120], [-3.4885, -0.4172, 2.5639], [-3.9686, 0.4118, 0.3454], [-2.6006, -0.6650, 0.2500], [-2.4110, 2.3994, 0.2764], [-2.2224, 1.3669, -1.1418], [-1.0372, 1.3059, 0.1540], [2.4377, -3.4868, 3.0431], [3.4335, -2.3572, 2.8041], [3.6479, -2.0394, 1.3247], [4.2164, -3.1931, 0.4957], [5.5500, -3.7462, 0.9967], [6.6763, -2.7188, 0.9896], [2.7773, -4.4292, 2.6108], [2.2844, -3.6518, 4.1106], [1.4702, -3.2405, 2.6009], [4.3880, -2.6012, 3.2788], [3.0737, -1.4522, 3.3016], [4.3040, -1.1690, 1.2397], [2.6905, -1.7371, 0.8872], [4.3409, -2.8497, -0.5364], [3.4879, -4.0073, 0.4545], [5.8325, -4.5925, 0.3652], [5.4304, -4.1505, 2.0059], [6.8323, -2.3196, -0.0153], [7.6163, -3.1616, 1.3212], [6.4605, -1.8785, 1.6514]], "forces_ev_per_angstrom": [[0.233, 0.737, 0.277], [0.016, -0.191, -0.117], [-0.086, -0.141, -0.036], [-0.006, -0.179, 0.245], [0.041, 0.767, -0.413], [0.040, -0.374, 0.239], [0.061, -0.285, 0.047], [-0.007, -0.036, -0.027], [0.011, 0.014, 0.068], [0.015, 0.022, -0.023], [-0.196, 0.209, -0.188], [-0.184, -0.293, -0.175], [0.023, -0.178, 0.042], [-0.044, -0.103, 0.012], [0.062, 0.019, -0.030], [0.005, 0.030, 0.058], [-0.019, 0.014, -0.034], [0.030, 0.002, -0.062], [-0.003, -0.014, 0.066], [0.002, 0.019, -0.014], [0.003, -0.011, 0.010], [-0.022, 0.047, 0.026], [0.001, -0.090, 0.025], [-0.003, 0.013, 0.005], [-0.011, -0.015, 0.025], [-0.018, -0.001, -0.001], [0.010, 0.013, 0.000], [0.011, 0.005, -0.027], [-0.009, 0.006, -0.003], [0.005, -0.010, 0.000], [-0.004, 0.001, -0.010], [0.007, -0.002, 0.008], [0.005, -0.020, -0.022], [-0.008, -0.008, 0.011], [0.036, 0.004, 0.019], [0.015, 0.013, -0.006], [0.001, 0.017, 0.007], [0.030, 0.044, 0.056], [-0.024, 0.009, -0.021], [0.008, 0.012, -0.008], [-0.015, -0.004, 0.004], [0.005, 0.003, -0.026], [0.009, -0.008, 0.024], [0.003, 0.006, -0.011], [-0.023, -0.011, -0.006], [-0.004, -0.054, -0.020], [0.009, 0.010, -0.013], [0.005, -0.008, 0.017], [0.005, -0.005, -0.008], [-0.004, 0.000, 0.011], [0.008, -0.005, 0.000], [-0.008, 0.007, 0.002], [0.006, -0.006, 0.012], [-0.012, -0.006, -0.004], [-0.010, 0.015, 0.005], [0.002, -0.003, -0.009], [-0.001, 0.001, -0.002]], "multiplicity": 1, "smiles": "NB1OBOB(C[SH](=O)=O)O1.CCCCCC.CCCCCC", "homo_energy_ev": -10.8, "orbital_gap_ev": 11.10, "lumo_energy_ev": 0.3}



{"formula": "C13H34BaF3N3O12S", "method": "ωB97M-V/def2-TZVPD", "species": ["Ba", "N", "O", "O", "O", "C", "F", "F", "F", "S", "O", "O", "O", "C", "C", "C", "O", "C", "N", "H", "H", "H", "H", "H", "H", "H", "H", "H", "H", "H", "C", "C", "C", "O", "C", "N", "H", "H", "H", "H", "H", "H", "H", "H", "H", "H", "H", "C", "C", "O", "O", "H", "H", "H", "H", "H", "H", "C", "C", "O", "O", "H", "H", "H", "H", "H", "H"], "coordinates": [[22.9384, -12.5255, -23.3804], [23.5085, -9.7013, -20.8520], [24.3072, -9.4589, -19.9842], [22.5537, -8.9575, -20.9514], [23.7443, -10.5155, -21.6660], [19.9159, -15.7370, -20.7145], [20.8244, -15.8075, -19.6769], [19.1059, -16.7982, -20.6241], [19.1675, -14.6529, -20.7638], [20.6911, -15.8570, -22.5208], [21.2193, -14.4850, -22.7992], [21.6647, -16.9127, -22.4713], [19.5291, -16.0958, -23.4037], [25.6517, -14.9623, -19.8165], [24.5626, -14.3911, -20.6817], [23.5613, -13.5865, -19.7115], [22.4860, -12.9755, -20.4629], [21.4553, -12.3780, -19.6351], [25.1273, -13.5216, -21.6652], [26.2558, -14.2027, -19.3203], [26.3295, -15.5946, -20.3900], [25.2633, -15.5962, -19.0193], [23.9965, -15.1634, -21.2025], [24.1455, -12.8084, -19.2204], [23.2087, -14.3292, -18.9958], [20.4822, -12.8662, -19.5821], [21.1316, -11.4359, -20.0777], [21.7890, -12.0797, -18.6412], [25.5140, -12.7638, -21.1209], [25.8725, -13.9921, -22.1585], [18.8081, -9.6304, -22.3383], [19.4788, -10.9549, -22.7695], [18.7850, -11.6346, -23.9713], [17.4310, -11.9706, -23.7471], [17.1128, -13.0349, -22.8832], [20.8162, -10.5632, -22.9887], [18.7933, -8.8794, -23.1281], [19.4044, -9.2254, -21.5207], [17.7746, -9.8349, -22.0589], [19.4567, -11.6605, -21.9390], [19.4327, -12.4813, -24.1987], [18.8771, -10.9890, -24.8446], [17.2539, -13.9913, -23.3867], [16.0730, -12.9972, -22.5585], [17.6852, -13.1128, -21.9588], [20.8068, -10.0526, -23.8601], [21.0409, -9.8539, -22.3056], [24.0622, -9.8861, -24.9509], [25.2559, -10.7685, -25.2501], [25.4571, -11.9141, -24.4220], [22.8279, -10.5274, -25.2284], [24.2135, -8.9437, -25.4774], [24.1531, -9.4778, -23.9444], [26.1038, -10.1464, -24.9633], [25.3489, -10.9882, -26.3137], [26.3402, -12.2833, -24.4961], [22.1209, -9.8822, -25.3020], [21.6442, -14.5362, -26.1318], [23.1187, -14.9379, -26.0284], [23.6445, -14.9675, -24.6942], [21.3773, -13.3126, -25.6263], [21.2036, -15.3077, -25.5004], [21.2401, -14.7127, -27.1286], [23.6923, -14.2347, -26.6322], [23.4379, -15.8931, -26.4452], [23.6344, -15.8916, -24.4345], [20.5345, -13.0505, -26.0040]], "forces_ev_per_angstrom": [[-0.288, -0.431, 1.372], [0.383, 4.269, 2.525], [2.141, -0.341, 2.616], [-3.459, 1.106, -0.729], [0.856, -5.280, -4.823], [1.357, -1.665, -2.229], [-1.479, 0.794, -1.314], [0.179, 0.246, 0.587], [0.104, 0.574, 1.267], [-1.701, 1.430, -1.229], [-0.023, -1.184, 0.849], [0.498, 0.032, 0.251], [1.254, 0.047, 1.601], [0.191, -0.954, 0.718], [-1.566, 0.357, 1.503], [0.512, -0.634, -1.880], [-0.254, -0.383, 1.073], [0.002, 1.030, -0.507], [-0.373, 0.997, -0.638], [-0.064, 0.285, -0.146], [0.043, 0.029, -0.158], [-0.133, -0.092, 0.037], [-0.137, -0.241, 0.206], [-0.004, 0.154, 0.219], [-0.298, 0.176, 0.114], [0.476, -1.135, 0.077], [0.587, 0.305, -0.427], [0.303, -0.444, 0.047], [0.399, 0.613, -0.426], [0.216, -0.015, -0.001], [-1.046, -1.057, 0.161], [-2.414, 1.168, 0.707], [0.944, -0.224, 0.946], [0.145, 0.985, -0.267], [0.274, -1.080, 0.248], [1.909, -0.857, -1.434], [0.113, -0.140, -0.287], [-0.398, 0.072, 0.258], [-0.062, 0.372, 0.314], [-0.101, -0.071, 0.144], [-0.260, -0.724, -0.013], [-0.570, 0.322, -0.096], [0.083, -0.142, -0.146], [-0.069, 0.479, -0.395], [0.364, 0.468, -0.038], [0.135, 0.258, -0.261], [0.789, 0.038, 0.419], [0.753, 0.449, 0.524], [1.614, 0.867, 0.158], [-1.498, -0.464, 0.098], [0.246, 0.069, -0.353], [-0.140, -0.252, -0.939], [-0.444, -0.750, 0.683], [0.058, 0.581, -0.518], [-0.254, -0.309, -0.043], [0.009, 0.270, -0.243], [0.096, 0.117, -0.026], [0.824, -4.506, 0.298], [0.949, 0.713, -0.873], [-0.192, 0.497, -0.266], [-0.130, 2.438, 0.174], [-0.790, -0.085, 0.138], [0.324, 0.225, -0.278], [0.378, 0.458, 0.310], [-1.066, -0.184, -0.475], [-0.199, 0.005, 0.514], [-0.095, 0.350, 0.301]], "multiplicity": 1, "homo_energy_ev": -8.2, "orbital_gap_ev": 7.73, "lumo_energy_ev": -0.5, "de_lowest_kcal_mol": 32.97}



{"formula": "C13H35N3O2ReS2Si4", "method": "ωB97M-V/def2-TZVPD", "species": ["Re", "N", "N", "C", "O", "O", "H", "H", "H", "C", "Si", "C", "C", "Si", "Si", "C", "C", "C", "Si", "C", "C", "C", "H", "H", "H", "H", "H", "H", "H", "H", "H", "H", "H", "H", "H", "H", "H", "H", "H", "H", "H", "H", "H", "H", "H", "H", "H", "H", "H", "S", "C", "N", "C", "C", "S", "H", "H", "H", "H", "H"], "coordinates": [[-0.4354, 0.5677, 1.2180], [-1.9331, -0.9445, 1.0028], [-2.9411, -0.5341, 1.9494], [-3.1641, 0.8930, 1.9454], [-4.0993, 1.3437, 2.5288], [-2.2217, 1.5541, 1.2944], [-2.3007, -0.9568, 0.0480], [-1.6373, -1.8922, 1.2277], [-3.8107, -1.0551, 1.9014], [3.2190, -0.3128, -3.0560], [2.7664, -0.7046, -1.2912], [2.7755, -2.5613, -1.0611], [3.9244, 0.1629, -0.1021], [0.4809, -0.0923, -0.8832], [-0.1201, 2.3733, -0.4547], [0.6970, 2.8321, 1.1765], [1.1589, 2.3967, -1.8362], [-1.5863, 3.3121, -1.0437], [-1.0840, -0.7486, -2.5569], [-2.7527, 0.0348, -2.1635], [-1.1266, -2.6173, -2.3794], [-0.5250, -0.2631, -4.2641], [4.2706, -0.5792, -3.1962], [3.1159, 0.7397, -3.3215], [2.6445, -0.9130, -3.7625], [3.7983, -2.9213, -1.2028], [2.1588, -3.0485, -1.8194], [2.4462, -2.8959, -0.0780], [4.9108, -0.3011, -0.1878], [3.6261, 0.0872, 0.9437], [4.0554, 1.2176, -0.3471], [1.7735, 2.6807, 1.1556], [0.2535, 2.3569, 2.0952], [0.4712, 3.8682, 1.4416], [2.1888, 2.2008, -1.5542], [1.0951, 3.4518, -2.1350], [0.9025, 1.8306, -2.7341], [-2.4378, 3.2689, -0.3716], [-1.8789, 2.9685, -2.0370], [-1.2802, 4.3590, -1.1441], [-2.8171, 0.5630, -1.2083], [-3.5626, -0.6979, -2.2082], [-2.9726, 0.7742, -2.9373], [-1.1578, -2.9865, -1.3505], [-0.2413, -3.0553, -2.8462], [-2.0009, -3.0167, -2.8984], [-0.5821, 0.8157, -4.4209], [-1.1879, -0.7328, -4.9959], [0.4894, -0.5922, -4.4872], [1.4054, -0.7416, 2.0755], [0.5555, -0.8240, 3.5660], [0.4417, -1.8347, 4.3820], [-0.5852, -1.7631, 5.4375], [-1.1472, -0.3285, 5.4424], [-0.3783, 0.5495, 4.0334], [0.9376, -2.6995, 4.2021], [-0.1467, -2.0266, 6.3973], [-1.3634, -2.4874, 5.2005], [-0.8559, 0.2267, 6.3303], [-2.2288, -0.3009, 5.3407]], "forces_ev_per_angstrom": [[-0.448, 0.287, -0.105], [-0.231, 0.008, 0.202], [0.191, 0.152, -0.127], [0.127, -0.269, 0.018], [-0.035, 0.022, -0.060], [0.106, -0.109, 0.118], [-0.019, -0.021, 0.032], [-0.014, 0.029, 0.064], [0.025, -0.039, -0.074], [-0.013, 0.020, -0.036], [0.086, -0.032, 0.034], [-0.016, -0.011, -0.027], [-0.046, -0.006, 0.005], [0.189, -0.017, -0.117], [0.003, -0.031, 0.045], [-0.045, 0.003, 0.078], [-0.015, 0.081, -0.084], [-0.023, 0.160, -0.004], [-0.035, -0.063, 0.036], [-0.051, -0.019, -0.039], [0.066, -0.027, 0.011], [0.008, 0.031, -0.022], [0.001, 0.001, 0.015], [-0.005, -0.026, -0.008], [-0.012, 0.023, -0.011], [0.000, 0.011, 0.001], [-0.014, -0.019, 0.032], [-0.023, 0.009, 0.048], [-0.006, -0.021, -0.032], [0.062, 0.031, -0.051], [-0.032, 0.047, -0.004], [0.001, 0.001, 0.099], [0.375, -0.077, 0.039], [-0.105, 0.004, -0.073], [0.061, -0.033, 0.050], [0.051, -0.033, -0.049], [0.037, -0.005, -0.028], [-0.016, -0.043, 0.005], [-0.036, -0.004, -0.001], [-0.015, -0.015, -0.033], [0.007, 0.052, -0.016], [0.019, -0.033, 0.010], [-0.027, 0.029, 0.042], [-0.040, 0.025, 0.003], [-0.015, -0.011, 0.013], [-0.002, -0.003, -0.012], [0.011, -0.002, -0.018], [-0.016, 0.018, 0.004], [0.012, -0.001, 0.005], [-0.053, 0.011, 0.117], [0.040, -0.076, 0.021], [-0.036, -0.047, -0.036], [0.038, 0.031, -0.005], [-0.036, -0.010, -0.011], [-0.046, 0.024, -0.058], [-0.006, -0.004, -0.001], [0.027, 0.026, -0.002], [0.005, -0.010, 0.021], [-0.022, -0.012, 0.011], [0.002, -0.011, -0.034]], "multiplicity": 2, "charge": 2, "homo_energy_ev": [-14.0, -13.8], "orbital_gap_ev": [7.25, 6.36], "lumo_energy_ev": [-6.7, -7.5], "de_lowest_kcal_mol": 22.60, "s2": 0.76}